This record from OMol25 describes a structure of composition C64H165BN15O23Pb at a distorted geometry. The level of theory is ωB97M-V with the def2-TZVPD basis set.

Results
E_LUMO, eV: -3.054
Charge: +1
Orbital gap, eV: 6.07
HOMO, eV: -9.12

The geometry in XYZ format:
```
269
C64H165BN15O23Pb (ωB97M-V with the def2-TZVPD basis set)
Pb -0.862 -4.064 -4.961
O 2.331 -2.407 -1.803
C 1.393 -1.812 -1.334
O 1.419 -0.971 -0.319
B 0.081 -0.359 -0.050
O -0.728 -0.995 -1.148
C -0.026 -1.799 -1.876
O -0.458 -2.457 -2.808
O 0.083 1.086 -0.019
C -0.275 1.577 1.170
O -0.432 2.730 1.417
C -0.670 0.355 2.019
O -0.486 -0.729 1.287
O -1.102 0.323 3.147
C 1.485 2.516 -2.737
C 0.858 3.787 -2.185
C -0.701 3.759 -2.242
O -1.262 4.867 -1.598
C -2.631 4.971 -1.896
N 1.379 4.010 -0.833
H 1.387 2.423 -3.826
H 1.136 1.580 -2.301
H 2.573 2.578 -2.670
H 1.149 4.583 -2.878
H -1.048 2.859 -1.715
H -0.916 3.604 -3.307
H -3.101 5.692 -1.228
H -3.145 4.008 -1.799
H -2.817 5.319 -2.918
H 0.603 4.524 -0.417
H 1.307 3.095 -0.396
C -7.982 -0.181 -2.471
C -7.724 0.710 -1.279
C -6.348 1.355 -1.259
O -5.353 0.369 -1.157
C -4.054 0.831 -1.225
N -8.713 1.809 -1.325
H -8.888 -0.780 -2.391
H -7.145 -0.878 -2.600
H -7.946 0.323 -3.440
H -7.893 0.160 -0.348
H -6.305 2.026 -0.388
H -6.118 2.089 -2.043
H -3.629 1.277 -0.313
H -3.825 1.630 -1.943
H -3.433 -0.054 -1.387
H -9.627 1.366 -1.296
H -8.628 2.264 -0.417
C 3.311 8.053 4.002
C 3.861 6.953 3.105
C 3.199 5.605 3.433
O 3.890 4.549 2.807
C 3.277 3.293 3.070
N 3.650 7.342 1.698
H 2.248 8.188 3.762
H 3.719 9.004 3.658
H 3.359 7.891 5.079
H 4.935 6.904 3.308
H 2.142 5.617 3.152
H 3.250 5.487 4.522
H 3.740 2.710 2.272
H 2.193 3.246 2.915
H 3.479 2.896 4.068
H 2.639 7.292 1.528
H 3.790 8.349 1.705
C 2.420 -5.124 -6.116
C 2.505 -4.110 -4.998
C 2.268 -2.693 -5.524
O 0.931 -2.551 -6.000
C 0.831 -1.406 -6.836
N 1.557 -4.394 -3.928
H 3.044 -4.902 -6.985
H 1.416 -5.143 -6.553
H 2.731 -6.137 -5.864
H 3.513 -4.219 -4.580
H 3.122 -2.513 -6.187
H 2.429 -1.918 -4.767
H -0.144 -1.380 -7.327
H 1.491 -1.358 -7.704
H 0.922 -0.470 -6.281
H 1.801 -3.783 -3.145
H 1.872 -5.327 -3.590
C -4.261 3.127 1.566
C -5.040 4.064 2.460
C -4.204 5.331 2.740
O -4.873 6.066 3.746
C -4.218 7.297 3.949
N -6.253 4.412 1.718
H -4.024 3.530 0.578
H -4.810 2.222 1.299
H -3.327 2.819 2.045
H -5.306 3.624 3.420
H -3.943 5.883 1.829
H -3.223 5.028 3.133
H -4.203 7.726 4.951
H -4.758 8.043 3.349
H -3.190 7.431 3.599
H -6.690 5.243 2.116
H -6.071 4.800 0.795
C 1.375 -4.626 1.651
C -0.044 -4.737 1.157
C -0.652 -6.088 1.350
O -0.139 -7.030 0.410
C -0.522 -8.372 0.591
N -0.802 -3.674 1.836
H 1.468 -4.830 2.722
H 1.855 -3.681 1.411
H 1.935 -5.497 1.294
H -0.038 -4.525 0.076
H -1.746 -6.121 1.261
H -0.486 -6.494 2.355
H -0.302 -8.776 1.584
H 0.102 -8.991 -0.054
H -1.584 -8.493 0.356
H -0.314 -2.814 1.599
H -1.692 -3.466 1.332
C 5.096 -1.359 -3.685
C 5.405 -0.057 -4.414
C 5.366 -0.304 -5.926
O 6.242 -1.366 -6.215
C 6.222 -1.897 -7.534
N 4.389 0.903 -3.982
H 4.608 -1.187 -2.726
H 5.985 -1.923 -3.396
H 4.515 -2.018 -4.335
H 6.375 0.275 -4.043
H 5.759 0.549 -6.496
H 4.349 -0.486 -6.302
H 6.944 -2.709 -7.483
H 6.562 -1.166 -8.271
H 5.253 -2.297 -7.845
H 3.517 0.517 -4.335
H 4.564 1.807 -4.407
C 4.641 -1.348 0.244
C 4.233 -1.395 1.705
C 4.727 -2.503 2.620
O 4.537 -3.725 1.934
C 4.840 -4.877 2.687
N 4.306 -0.040 2.244
H 4.168 -0.484 -0.218
H 4.406 -2.280 -0.269
H 5.718 -1.218 0.083
H 3.152 -1.586 1.645
H 4.271 -2.404 3.611
H 5.801 -2.359 2.810
H 4.155 -4.972 3.537
H 5.846 -4.854 3.119
H 4.773 -5.738 2.025
H 3.744 -0.035 3.095
H 5.258 0.222 2.479
C -4.463 -0.381 3.087
C -3.917 -1.783 2.810
C -3.790 -1.958 1.289
O -3.304 -3.279 0.983
C -4.359 -4.247 0.992
N -2.714 -2.020 3.571
H -5.419 -0.169 2.611
H -3.721 0.370 2.806
H -4.541 -0.333 4.175
H -4.701 -2.472 3.147
H -3.101 -1.200 0.909
H -4.740 -1.727 0.797
H -4.866 -4.258 1.957
H -3.963 -5.243 0.805
H -5.140 -4.029 0.259
H -2.157 -1.159 3.557
H -2.128 -2.692 3.091
C 1.620 5.532 7.894
C 1.042 6.274 6.685
C -0.062 5.532 5.923
O 0.429 4.224 5.749
C -0.355 3.536 4.808
N 0.652 7.645 7.022
H 1.938 4.519 7.660
H 0.939 5.493 8.749
H 2.467 6.102 8.284
H 1.815 6.272 5.913
H -0.158 6.008 4.941
H -1.032 5.569 6.436
H -0.392 3.901 3.779
H -1.394 3.495 5.171
H -0.183 2.457 4.820
H -0.246 7.574 7.488
H 1.295 8.066 7.678
C 2.020 1.494 7.209
C 2.583 0.099 7.266
C 3.566 -0.308 6.155
O 3.143 0.114 4.869
C 1.981 -0.600 4.453
N 3.094 -0.164 8.633
H 1.573 1.619 6.214
H 2.796 2.258 7.161
H 1.154 1.617 7.855
H 1.760 -0.628 7.211
H 3.702 -1.395 6.187
H 4.532 0.183 6.287
H 1.145 -0.383 5.119
H 2.152 -1.680 4.522
H 1.670 -0.380 3.434
H 3.315 -1.155 8.706
H 2.278 -0.100 9.234
C -0.352 6.227 1.743
C -0.308 7.258 0.617
C -1.615 8.021 0.463
O -1.456 8.953 -0.608
C -2.656 9.660 -0.827
N 0.841 8.105 0.910
H 0.446 5.490 1.817
H -1.276 5.638 1.759
H -0.372 6.704 2.730
H -0.171 6.716 -0.321
H -1.806 8.493 1.434
H -2.440 7.357 0.189
H -3.045 10.218 0.028
H -3.446 8.970 -1.148
H -2.527 10.341 -1.668
H 0.810 8.824 0.185
H 0.577 8.661 1.726
C -2.020 0.234 -4.437
C -2.967 -0.944 -4.477
C -4.394 -0.613 -4.977
O -5.065 -1.823 -5.190
C -6.342 -1.688 -5.769
N -2.366 -1.909 -5.451
H -1.040 -0.037 -4.037
H -2.393 0.979 -3.731
H -1.802 0.641 -5.427
H -2.998 -1.359 -3.468
H -4.208 -0.076 -5.919
H -4.908 0.105 -4.332
H -6.840 -2.651 -5.750
H -6.342 -1.219 -6.760
H -6.967 -0.940 -5.266
H -3.273 -2.252 -5.793
H -2.081 -1.337 -6.245
C -1.223 -8.647 -3.251
C -1.448 -7.199 -3.670
C -1.452 -6.268 -2.443
O -1.829 -4.948 -2.824
C -2.660 -4.328 -1.851
N -0.428 -6.641 -4.568
H -0.300 -8.807 -2.687
H -1.135 -9.329 -4.098
H -2.072 -8.910 -2.620
H -2.408 -7.272 -4.188
H -0.420 -6.246 -2.089
H -2.109 -6.691 -1.685
H -3.545 -4.920 -1.617
H -2.949 -3.312 -2.113
H -2.075 -4.243 -0.935
H -0.290 -7.393 -5.246
H 0.474 -6.677 -4.089
C 3.230 -8.727 -1.638
C 2.751 -7.271 -1.799
C 3.540 -6.244 -1.065
O 4.821 -6.082 -1.645
C 5.639 -5.296 -0.748
N 2.792 -6.962 -3.244
H 4.221 -8.855 -2.074
H 2.546 -9.402 -2.150
H 3.361 -8.909 -0.569
H 1.693 -7.144 -1.551
H 3.420 -6.431 0.008
H 3.020 -5.277 -1.145
H 6.167 -5.974 -0.083
H 5.019 -4.532 -0.275
H 6.275 -4.687 -1.390
H 2.584 -7.721 -3.881
H 3.724 -6.655 -3.508
```